Formula: C5H6O
Source: the Open Molecules 2025 dataset
Level of theory: the ωB97M-V functional and the def2-TZVPD basis

Computed properties:
- E_LUMO (spin up / spin down): 0.029 / 0.029 eV
- Kohn-Sham gap (spin up / spin down): 0.27889 / 0.27886 hartree
- DFT total energy: -269.1474 Ha
- Energy relative to the best compared isomer or geometry (same formula, charge and spin): 124.79 kcal per mole

Last column: Mulliken charge in e.
Geometry (Å):
O: 0.796 1.207 -1.040  -0.41
C: 0.808 0.686 0.136  -0.31
C: 0.650 -0.861 0.086  -0.27
C: -0.664 -0.872 -0.706  -1.04
C: -1.413 -0.029 0.102  0.20
C: -1.272 0.932 0.899  -0.40
H: 1.328 1.275 0.887  0.47
H: 0.607 -1.278 1.102  0.27
H: 1.515 -1.292 -0.441  0.26
H: 0.138 0.509 -1.489  0.51
H: -1.008 -1.626 -1.400  0.41
H: -1.485 1.351 1.866  0.32


Formula: C5H6O
Source: the Open Molecules 2025 dataset
Level of theory: the ωB97M-V functional and the def2-TZVPD basis

Computed properties:
- E_LUMO: 1.108 eV
- Kohn-Sham gap: 0.31946 hartree
- DFT total energy: -269.1923 Ha
- Energy relative to the best compared isomer or geometry (same formula, charge and spin): 96.62 kcal per mole

Last column: Mulliken charge in e.
Geometry (Å):
C: 1.080 -0.375 -0.470  -0.43
C: 0.332 0.915 -0.105  -0.23
C: -1.037 0.583 -0.424  -0.28
O: -1.241 -0.766 -0.577  -0.41
C: -0.058 -1.044 0.319  -0.28
C: -0.143 0.211 1.169  -0.52
H: 2.050 -0.396 0.023  0.30
H: 1.145 -0.648 -1.528  0.28
H: 0.688 1.934 -0.178  0.39
H: -1.834 1.253 -0.771  0.38
H: -0.078 -2.089 0.632  0.41
H: -0.904 0.422 1.909  0.39


Formula: C5H6O
Source: the Open Molecules 2025 dataset
Level of theory: the ωB97M-V functional and the def2-TZVPD basis

Computed properties:
- E_LUMO: 1.034 eV
- Kohn-Sham gap: 0.34773 hartree
- DFT total energy: -269.1665 Ha
- Energy relative to the best compared isomer or geometry (same formula, charge and spin): 112.79 kcal per mole

Last column: Mulliken charge in e.
Geometry (Å):
C: -2.740 -0.136 0.072  -1.25
C: -1.286 0.076 0.034  0.52
C: -0.095 0.266 -0.086  -0.11
C: 1.268 0.534 -0.492  -0.04
C: 2.517 -0.249 0.178  -0.53
O: 1.969 -0.554 -1.048  -0.33
H: -3.044 -0.700 -0.817  0.27
H: -3.069 -0.703 0.951  0.30
H: -3.281 0.817 0.060  0.29
H: 1.950 1.268 -0.024  0.28
H: 2.265 -0.753 1.095  0.29
H: 3.548 0.132 0.076  0.30


Formula: C5H6O
Source: the Open Molecules 2025 dataset
Level of theory: the ωB97M-V functional and the def2-TZVPD basis

Computed properties:
- E_LUMO: 0.912 eV
- Kohn-Sham gap: 0.38249 hartree
- DFT total energy: -269.2797 Ha
- Energy relative to the best compared isomer or geometry (same formula, charge and spin): 41.76 kcal per mole

Last column: Mulliken charge in e.
Geometry (Å):
C: 2.177 0.414 0.818  -0.71
C: 1.266 0.092 -0.059  0.19
C: 0.315 -0.223 -0.899  -0.35
C: -1.033 -0.761 -0.447  -0.43
C: -1.757 0.387 0.231  0.04
O: -2.522 1.130 -0.329  -0.47
H: 2.951 -0.287 1.119  0.25
H: 2.178 1.403 1.271  0.25
H: 0.449 -0.021 -1.959  0.32
H: -1.628 -1.094 -1.301  0.28
H: -0.899 -1.588 0.257  0.28
H: -1.497 0.549 1.297  0.36


Formula: C5H6O
Source: the Open Molecules 2025 dataset
Level of theory: the ωB97M-V functional and the def2-TZVPD basis

Computed properties:
- E_LUMO: 0.595 eV
- Kohn-Sham gap: 0.38321 hartree
- DFT total energy: -269.2940 Ha
- Energy relative to the best compared isomer or geometry (same formula, charge and spin): 32.78 kcal per mole

Last column: Mulliken charge in e.
Geometry (Å):
C: -0.223 1.695 1.564  -0.82
C: -0.144 0.751 0.671  0.09
C: 0.016 -0.170 -0.254  0.68
C: -0.290 -1.634 -0.088  -1.09
C: 0.588 0.284 -1.546  -0.16
O: 0.838 -0.469 -2.461  -0.50
H: 0.633 1.906 2.199  0.24
H: -1.121 2.291 1.706  0.25
H: -0.532 -1.872 0.950  0.35
H: -1.131 -1.926 -0.725  0.27
H: 0.574 -2.228 -0.404  0.30
H: 0.792 1.372 -1.612  0.39


Formula: C5H6O
Source: the Open Molecules 2025 dataset
Level of theory: the ωB97M-V functional and the def2-TZVPD basis

Computed properties:
- E_LUMO: 0.462 eV
- Kohn-Sham gap: 0.32071 hartree
- DFT total energy: -269.1880 Ha
- Energy relative to the best compared isomer or geometry (same formula, charge and spin): 99.27 kcal per mole

Last column: Mulliken charge in e.
Geometry (Å):
C: 1.266 0.029 -0.454  -0.62
C: 0.154 -0.739 0.164  -0.25
C: 0.551 0.591 0.751  0.14
C: -0.632 1.474 0.454  -0.51
O: -1.254 1.022 -0.630  -0.11
C: -1.183 -0.354 -0.356  -0.52
H: 1.111 0.508 -1.418  0.19
H: 2.271 -0.341 -0.274  0.28
H: 0.316 -1.681 0.674  0.34
H: 1.071 0.702 1.693  0.42
H: -1.945 -0.367 0.558  0.27
H: -1.724 -0.843 -1.160  0.37


Formula: C5H6O
Source: the Open Molecules 2025 dataset
Level of theory: the ωB97M-V functional and the def2-TZVPD basis

Computed properties:
- E_LUMO: 0.832 eV
- Kohn-Sham gap: 0.37333 hartree
- DFT total energy: -269.1096 Ha
- Energy relative to the best compared isomer or geometry (same formula, charge and spin): 148.50 kcal per mole

Last column: Mulliken charge in e.
Geometry (Å):
C: -0.708 1.589 -0.640  -0.20
C: -1.406 0.515 -1.030  -0.91
C: -0.256 0.084 -0.200  0.74
C: 1.015 -0.701 -0.558  -0.33
O: 0.908 -1.425 0.676  -0.39
C: -0.271 -0.721 1.093  -0.32
H: -0.910 2.604 -0.309  0.32
H: 0.350 1.324 -0.055  0.10
H: 0.885 -1.345 -1.435  0.25
H: 1.956 -0.142 -0.640  0.25
H: -0.116 -0.159 2.021  0.22
H: -1.148 -1.371 1.189  0.28


Formula: C5H6O
Source: the Open Molecules 2025 dataset
Level of theory: the ωB97M-V functional and the def2-TZVPD basis

Computed properties:
- E_LUMO: 1.050 eV
- Kohn-Sham gap: 0.38657 hartree
- DFT total energy: -269.2929 Ha
- Energy relative to the best compared isomer or geometry (same formula, charge and spin): 33.44 kcal per mole

Last column: Mulliken charge in e.
Geometry (Å):
O: 1.565 -0.915 1.372  -0.49
C: 0.898 -0.109 0.796  0.46
C: -0.594 0.287 1.102  -0.48
C: -1.096 -0.472 -0.082  -0.37
C: -0.280 -0.340 -1.140  -0.16
C: 0.907 0.491 -0.824  -0.66
H: -0.655 1.378 1.022  0.20
H: -1.035 -0.027 2.053  0.32
H: -1.806 -1.279 0.035  0.32
H: -0.295 -0.994 -2.006  0.33
H: 1.667 0.415 -1.623  0.32
H: 0.721 1.563 -0.699  0.22